Entry from the OMol25 dataset: C6H10 in the gas phase (the ωB97M-V functional and the def2-TZVPD basis).

XYZ file:
```
16
Properties=species:S:1:pos:R:3
C -2.27 -1.08 0.23
C -1.37 -0.74 1.45
C 0.02 -0.53 1.04
C 1.08 -0.19 0.57
C 2.16 0.44 -0.19
C 1.55 0.95 -1.51
H -1.79 -0.76 -0.70
H -2.45 -2.15 0.16
H -3.23 -0.57 0.30
H -1.71 0.19 1.92
H -1.46 -1.52 2.22
H 2.99 -0.25 -0.38
H 2.57 1.27 0.39
H 0.72 1.62 -1.28
H 2.28 1.48 -2.12
H 1.16 0.11 -2.08
```

For the highest occupied orbital energy, the calculation gives -0.3429 Eh. The calculation puts the LUMO energy at 1.11 eV. The value obtained for the relative energy (zero: lowest compared OMol25 entry of this formula, charge and spin) is 140.6 kJ/mol. The total energy comes out at -6382.4018 eV. Its SMILES is CCC#CCC. Its net charge is 0. As for the spin multiplicity: 1.

Entry from the OMol25 dataset: C6H10 in the gas phase (the ωB97M-V functional and the def2-TZVPD basis).

XYZ file:
```
16
Properties=species:S:1:pos:R:3
C -1.44 0.63 0.49
C -0.52 1.00 -0.63
C 0.95 1.03 -0.26
C 1.24 -0.30 0.48
C 0.20 -1.32 -0.02
C -1.03 -0.52 -0.33
H -0.99 0.61 1.48
H -2.47 0.96 0.48
H -0.80 0.61 -1.60
H 1.56 1.12 -1.17
H 1.22 1.89 0.37
H 1.11 -0.16 1.56
H 2.26 -0.65 0.32
H -0.02 -2.09 0.71
H 0.56 -1.82 -0.93
H -1.82 -0.98 -0.93
```

For the highest occupied orbital energy, the calculation gives -0.3072 Eh. The calculation puts the LUMO energy at 1.21 eV. The value obtained for the relative energy (zero: lowest compared OMol25 entry of this formula, charge and spin) is 183.4 kJ/mol. The total energy comes out at -6381.9590 eV. Its SMILES is C1C[C@@H]2C[C@@H]2C1. Its net charge is 0. As for the spin multiplicity: 1.